64
Properties=species:S:1:pos:R:3:forces:R:3 method="wB97M-V/def2-TZVPD" e_tot_ev=-40625.8421 charge=-2 fmax_ev_per_a=3.46 orbital_gap_ev=1.37 e_lumo_ev=0.28
O -0.61811 5.08007 -2.30739 0.764 -1.818 0.904
O -4.18398 3.95385 1.61421 0.015 -0.792 2.303
O 0.33964 -0.61054 -0.30626 -1.470 -2.319 1.482
O 2.84656 2.45415 -2.82551 -0.982 -0.775 -1.145
O 4.37475 2.65085 -1.27679 0.702 -0.280 0.251
O 3.01608 2.80317 3.51358 0.423 -1.452 1.332
O -1.39725 6.37242 -3.83818 -0.497 -0.199 -1.809
O -0.88554 -6.12375 0.07654 1.306 -0.280 1.732
O -3.96837 3.56307 -0.50247 0.358 -1.944 0.162
O 1.97387 3.90174 2.00836 -1.913 1.067 -2.589
N 0.87810 3.12294 -0.74844 -0.135 -1.597 0.616
N 0.63325 -6.10196 2.63734 -0.192 -0.611 -0.903
C 4.61918 0.76829 -2.65993 -0.941 -0.541 -0.381
C 1.04995 0.56890 -0.47618 1.377 0.728 -2.043
C 3.88844 2.07068 -2.26680 0.608 0.717 1.421
C -0.75353 -4.89654 0.86505 -0.062 -1.348 -0.884
C 0.08102 -0.99609 1.03904 -0.173 1.356 -0.287
C -1.08573 -5.98174 -1.32395 -0.541 1.217 0.232
C -0.58636 -5.24587 2.35266 -0.291 0.797 -0.397
C -4.04906 1.61458 0.92959 -0.113 -0.485 0.581
C -0.77290 4.10443 -4.46819 -0.585 0.141 0.192
C -4.01685 3.14303 0.69690 -0.871 1.979 -2.707
C 0.74831 2.18050 3.17729 -0.424 -1.716 0.427
C 0.13314 1.82108 -0.60215 0.897 -0.724 1.897
C -0.53363 -4.03575 3.30683 -0.542 -0.614 0.527
C 1.98477 3.01272 2.84657 1.455 0.421 1.804
C -0.97328 5.24793 -3.49975 0.032 2.168 1.524
C -0.88467 1.68336 -1.63979 -1.299 -0.279 -1.910
H -0.40332 1.87042 0.34541 0.084 0.356 0.238
H -0.58458 -1.85098 1.15842 0.076 -0.436 -0.768
H -0.62849 -4.50145 4.28776 -0.070 0.363 0.359
H -0.43124 1.50496 -2.61481 0.173 0.669 -0.265
H -1.37272 -5.94408 2.63943 -0.348 0.339 -0.016
H 4.28709 0.00190 -1.95960 0.248 0.067 0.645
H -0.82403 4.48597 -5.48795 0.585 -0.162 -0.069
H -1.68707 -4.35206 0.72315 0.064 0.390 0.349
H 0.56556 -6.54292 3.54347 0.223 0.468 0.728
H -3.71611 1.35309 1.93402 0.521 0.070 0.107
H -0.48885 -0.19845 1.51562 0.263 0.170 0.460
H 1.73693 3.01391 -1.26867 0.903 -0.174 -1.022
H 0.33717 -3.38198 3.35574 0.349 -0.380 -0.659
H 0.30526 3.79614 -1.23706 -0.983 1.194 -1.058
H -0.12656 2.57750 3.69218 -0.157 1.086 -0.963
H 1.02528 -1.17493 1.55331 0.100 0.024 0.321
H 0.13717 3.62427 -4.10858 0.126 -0.211 -0.749
H 0.49824 1.57156 2.30853 -0.597 0.484 -0.302
H 0.08183 -4.27745 0.53797 0.077 0.092 -0.266
H 1.13892 3.50446 0.14962 0.308 0.345 1.223
H -2.00549 -5.39943 -1.37919 -0.110 0.030 -0.791
H 5.70597 0.84412 -2.62489 -0.141 0.079 -0.060
H -0.28093 -5.43957 -1.82037 0.125 0.120 0.134
H 1.52475 -5.65227 2.48533 0.374 0.546 0.275
H -1.57108 0.83801 -1.59158 0.205 -0.263 0.900
H -5.05701 1.19976 0.93688 -0.550 0.502 -0.195
H 1.52023 0.26801 -1.41234 0.004 1.196 -0.766
H -1.37470 -3.35190 3.19259 -0.145 -0.291 -0.221
H 1.96311 0.65316 0.11301 -0.362 0.322 1.075
H -1.54684 2.54877 -1.61342 0.089 0.242 -0.406
H 4.23332 0.32092 -3.57595 0.327 0.416 -0.604
H -1.20647 -6.93480 -1.83893 -0.012 -0.140 0.608
H 0.92117 1.39093 3.90859 1.091 -0.182 0.228
H -3.55756 0.99931 0.17595 0.474 0.343 -0.094
H 0.63360 -6.90394 2.02340 -0.178 -0.309 -0.903
H -1.61023 3.41363 -4.36935 -0.041 -0.183 0.192